(1)
Formula: C17H36NO5PS2
Source: the OMol25 dataset
Level of theory: wB97M-V/def2-TZVPD

```
62
Properties=species:S:1:pos:R:3:nbo_charge:R:1
O 3.246 -3.402 -4.270 -0.7120
C 3.332 -2.728 -5.297 0.7509
O 3.644 -3.148 -6.464 -0.8363
C 2.952 -1.202 -5.313 -0.3967
P 4.161 -0.394 -6.508 0.9031
S 5.207 1.162 -5.869 -0.7194
C 3.127 -0.410 -3.935 0.7652
O 2.409 0.608 -3.833 -0.7844
O 3.923 -0.870 -3.103 -0.7345
N 1.542 -1.027 -5.707 -0.5586
S 1.106 -1.560 -7.304 0.0500
C 0.689 -1.541 -4.629 -0.2761
C -0.579 -2.264 -5.003 -0.0747
O -1.582 -1.418 -5.585 -0.7403
H 5.078 -1.366 -6.883 0.0022
H 3.436 0.014 -7.634 -0.0320
H 2.198 -2.254 -7.673 0.1550
H 0.390 -0.668 -4.038 0.2038
H 1.225 -2.186 -3.929 0.2427
H -0.994 -2.624 -4.050 0.1442
H -0.432 -3.150 -5.610 0.1928
H -1.463 -0.569 -5.146 0.4604
C -2.652 -1.376 1.959 -0.6120
C -1.195 -0.924 1.915 -0.3961
C -0.799 -0.268 0.593 -0.3973
C -0.902 -1.176 -0.632 -0.4021
C -0.075 -2.461 -0.561 -0.3964
C 1.430 -2.207 -0.461 -0.6189
H -2.860 -2.136 1.205 0.2086
H -2.891 -1.806 2.935 0.1935
H -3.327 -0.533 1.787 0.1931
H -0.540 -1.773 2.127 0.1994
H -1.030 -0.201 2.722 0.1847
H 0.221 0.111 0.678 0.2149
H -1.433 0.611 0.430 0.1882
H -0.585 -0.604 -1.509 0.2265
H -1.952 -1.437 -0.806 0.1814
H -0.268 -3.043 -1.466 0.2094
H -0.403 -3.085 0.279 0.1679
H 1.789 -1.622 -1.310 0.2614
H 1.975 -3.151 -0.454 0.2115
H 1.689 -1.669 0.455 0.1781
C -2.481 0.787 5.555 -0.6119
C -2.852 2.254 5.355 -0.3960
C -1.961 2.965 4.337 -0.3991
C -0.480 3.035 4.713 -0.4000
C -0.187 3.712 6.051 -0.3969
C -0.615 5.176 6.099 -0.6093
H -1.470 0.676 5.951 0.2006
H -3.166 0.311 6.259 0.2012
H -2.539 0.245 4.610 0.2129
H -2.827 2.775 6.317 0.1854
H -3.886 2.310 5.005 0.1982
H -2.346 3.977 4.176 0.1950
H -2.048 2.456 3.373 0.2120
H 0.052 3.568 3.920 0.2081
H -0.060 2.026 4.727 0.2060
H 0.889 3.654 6.236 0.2011
H -0.665 3.163 6.867 0.1886
H -0.119 5.751 5.315 0.2036
H -0.355 5.624 7.059 0.2011
H -1.693 5.285 5.968 0.1983
```

**Largest force on an atom**: 1.36 eV/A
**Total charge**: -2
**LUMO**: 3.43 eV
**Energy relative to the best compared isomer or geometry (same formula, charge and spin)**: 0.0 kcal/mol



(2)
Formula: C4H12
Source: the OMol25 dataset
Level of theory: wB97M-V/def2-TZVPD

```
16
Properties=species:S:1:pos:R:3:nbo_charge:R:1
C -1.946 1.110 -0.122 -0.6100
C -2.098 -0.366 -0.543 -0.6106
H -1.615 1.180 0.911 0.2023
H -1.220 1.644 -0.738 0.2040
H -2.889 1.626 -0.236 0.2032
H -1.512 -0.995 0.120 0.2042
H -1.778 -0.512 -1.569 0.2032
H -3.139 -0.673 -0.509 0.2036
C 2.086 -0.937 0.863 -0.6075
C 1.950 0.188 -0.181 -0.6094
H 1.313 -0.901 1.620 0.2014
H 2.108 -1.910 0.381 0.2018
H 3.012 -0.873 1.429 0.2009
H 1.501 1.052 0.303 0.2052
H 1.368 -0.174 -1.024 0.2041
H 2.928 0.445 -0.578 0.2036
```

**Largest force on an atom**: 0.94 eV/A
**LUMO**: 1.17 eV
**Energy relative to the best compared isomer or geometry (same formula, charge and spin)**: 4.1 kcal/mol



(3)
Formula: C5H3F6NS
Source: the OMol25 dataset
Level of theory: wB97M-V/def2-TZVPD

```
16
Properties=species:S:1:pos:R:3:nbo_charge:R:1
C -0.852 -0.177 1.141 -0.0126
C 0.392 0.052 -0.836 -0.1290
C -1.633 -0.167 2.393 -0.6630
C 1.287 1.277 -0.803 0.9079
C 0.550 -1.074 -1.781 0.8910
N 0.314 -0.682 1.078 -0.2128
F 0.804 2.243 -1.538 -0.3058
F 1.436 1.793 0.391 -0.3068
F 2.479 0.927 -1.258 -0.3070
F 1.799 -1.493 -1.752 -0.2989
F -0.264 -2.080 -1.585 -0.2877
F 0.402 -0.562 -3.080 -0.3442
S -1.384 0.433 -0.374 0.3311
H -2.663 0.175 2.113 0.2304
H -1.120 0.525 3.021 0.2504
H -1.548 -1.190 2.872 0.2569
```

**Largest force on an atom**: 4.43 eV/A
**Spin multiplicity**: 3
**LUMO (alpha / beta)**: 0.28 / -2.78 eV
**Energy relative to the best compared isomer or geometry (same formula, charge and spin)**: 0.0 kcal/mol



(4)
Formula: C6H12O2
Source: the OMol25 dataset
Level of theory: wB97M-V/def2-TZVPD

```
20
Properties=species:S:1:pos:R:3:nbo_charge:R:1
C 2.632 -0.600 -1.520 -0.4773
C 1.387 -0.794 -1.938 0.1189
O 0.024 -0.762 -1.110 -0.5413
C -0.066 0.112 -0.074 0.5596
C -0.136 1.571 -0.519 -0.6806
O 0.896 -0.078 0.926 -0.7295
C -1.656 -0.392 0.568 -0.4118
C -1.678 -0.576 2.066 -0.6203
H 2.877 -0.219 -0.535 0.2283
H 3.483 -0.875 -2.142 0.2189
H 1.140 -1.103 -2.949 0.1934
H -0.841 1.678 -1.346 0.2290
H -0.428 2.232 0.302 0.2082
H 0.842 1.905 -0.880 0.2175
H 0.943 0.726 1.464 0.4748
H -1.984 -1.309 0.074 0.2095
H -2.359 0.381 0.246 0.1855
H -2.701 -0.746 2.426 0.2111
H -1.287 0.301 2.589 0.1915
H -1.089 -1.453 2.352 0.2146
```

**Largest force on an atom**: 5.23 eV/A
**LUMO**: 0.90 eV
**Energy relative to the best compared isomer or geometry (same formula, charge and spin)**: 68.0 kcal/mol



(5)
Formula: C12H23AlF10NO7PSSi
Source: the OMol25 dataset
Level of theory: wB97M-V/def2-TZVPD

```
57
Properties=species:S:1:pos:R:3:nbo_charge:R:1
C 0.449 4.481 0.201 -1.1366
Si 1.965 3.901 1.172 1.8989
C 2.058 4.853 2.787 -1.1323
C 3.521 4.298 0.175 -1.1409
O 1.726 2.253 1.432 -0.8950
C 2.711 1.373 0.905 -0.0558
C 2.399 -0.076 1.242 -1.0114
Al 0.461 -0.470 1.486 0.9737
C 0.342 -2.337 2.364 0.5945
F 0.341 -2.269 3.682 -0.3360
F 1.322 -3.158 2.000 -0.3528
F -0.841 -2.966 2.063 -0.3940
P -0.701 0.986 2.914 1.8053
O 0.208 1.300 4.000 -1.0995
O -2.050 0.260 3.540 -0.9822
O -1.164 2.409 2.206 -0.9902
S -0.694 -0.758 -0.545 1.5926
O -0.335 -2.046 -1.135 -0.9957
O -2.115 -0.749 -0.158 -0.9918
C -0.534 0.661 -1.749 0.4068
F -0.752 1.741 -1.051 -0.2832
F -1.535 0.590 -2.625 -0.3157
C 0.818 0.751 -2.512 0.5463
F 1.677 -0.123 -2.064 -0.2838
F 1.282 1.972 -2.351 -0.2898
C 0.687 0.546 -4.044 0.9226
F 0.145 -0.590 -4.361 -0.2959
F 0.072 1.553 -4.595 -0.2946
F 1.920 0.543 -4.529 -0.3119
H 0.700 4.545 -0.857 0.2236
H 0.142 5.483 0.496 0.2296
H -0.382 3.809 0.373 0.2526
H 1.136 4.811 3.359 0.2518
H 2.915 4.568 3.391 0.2371
H 2.219 5.901 2.522 0.2231
H 4.339 3.602 0.326 0.2393
H 3.275 4.410 -0.879 0.2346
H 3.888 5.267 0.512 0.2375
H 3.674 1.620 1.365 0.1604
H 2.873 1.508 -0.168 0.1566
H 2.806 -0.685 0.432 0.2255
H 2.931 -0.377 2.142 0.2386
H -2.814 0.617 3.060 0.4757
H -2.063 2.302 1.856 0.4772
C -3.150 -3.402 -0.882 -0.7657
C -3.538 -4.813 -0.684 0.7175
O -4.504 -5.250 -0.147 -0.4658
N -2.568 -5.867 -1.153 -0.5771
C -2.891 -6.339 -2.541 -0.4177
H -3.994 -2.858 -1.301 0.2788
H -2.863 -2.961 0.075 0.3334
H -2.307 -3.318 -1.569 0.2573
H -1.609 -5.512 -1.106 0.4540
H -2.719 -6.643 -0.506 0.4500
H -2.081 -6.982 -2.872 0.2389
H -2.972 -5.474 -3.195 0.2399
H -3.823 -6.893 -2.504 0.2417
```

**Largest force on an atom**: 2.60 eV/A
**LUMO**: -1.29 eV



(6)
Formula: C33H39N7NaO4S3
Source: the OMol25 dataset
Level of theory: wB97M-V/def2-TZVPD

```
87
Properties=species:S:1:pos:R:3:mulliken_charge:R:1
Na -0.417 0.104 2.320 0.7212
O -2.216 -3.338 2.768 -0.5716
C -3.273 -2.428 2.547 -0.5970
C -3.227 -1.801 1.172 0.6783
C -4.381 -1.595 0.430 -0.9758
C -4.278 -1.004 -0.821 -0.3470
C -3.027 -0.659 -1.298 -0.9177
C -1.928 -0.905 -0.484 0.2984
N -2.021 -1.442 0.731 0.4962
H -1.407 -2.827 2.970 0.4328
H -3.268 -1.616 3.281 0.0610
H -4.213 -2.973 2.650 0.4219
H -5.341 -1.899 0.829 0.4000
H -5.165 -0.825 -1.417 0.3817
H -2.893 -0.184 -2.263 0.3984
H -0.931 -0.628 -0.813 0.0223
C 4.254 1.425 -3.222 -2.1434
C 3.694 2.309 -2.107 2.1073
C 2.581 3.194 -2.689 -1.6041
C 4.829 3.197 -1.577 -1.7749
C 3.094 1.490 -0.968 0.6768
C 2.691 2.109 0.205 -0.4862
C 2.031 1.372 1.176 -1.0826
N 1.754 0.073 1.054 -0.1381
C 2.174 -0.541 -0.052 -0.5903
C 2.839 0.125 -1.073 0.1397
C 1.811 -1.991 -0.170 -0.8920
C 2.565 -2.889 -0.923 0.5889
C 2.162 -4.213 -1.015 0.4417
C 0.998 -4.567 -0.332 -0.7647
C 0.313 -3.608 0.396 -1.0109
N 0.716 -2.343 0.485 -0.0081
C 2.948 -5.261 -1.804 2.0163
C 2.030 -5.911 -2.848 -1.6309
C 4.149 -4.657 -2.531 -2.1182
C 3.459 -6.338 -0.837 -1.6460
H 4.713 2.056 -3.987 0.4482
H 3.471 0.836 -3.706 0.3708
H 5.018 0.738 -2.846 0.4141
H 2.987 3.851 -3.465 0.4383
H 2.124 3.812 -1.913 0.3422
H 1.788 2.584 -3.129 0.3712
H 5.305 3.723 -2.408 0.4679
H 5.589 2.600 -1.065 0.3945
H 4.462 3.948 -0.875 0.3174
H 2.820 3.172 0.363 0.3141
H 1.687 1.852 2.088 0.5741
H 3.096 -0.415 -1.973 0.5273
H 3.467 -2.550 -1.411 0.6888
H 0.619 -5.582 -0.354 0.4169
H -0.605 -3.851 0.930 0.4189
H 1.637 -5.161 -3.540 0.3665
H 1.180 -6.414 -2.383 0.3159
H 2.588 -6.654 -3.425 0.4600
H 3.844 -3.878 -3.234 0.4087
H 4.661 -5.440 -3.098 0.4300
H 4.871 -4.226 -1.834 0.3877
H 2.634 -6.835 -0.323 0.3359
H 4.110 -5.898 -0.077 0.3773
H 4.029 -7.097 -1.382 0.4475
O 0.607 0.612 4.071 -0.5807
S 0.662 -0.820 4.513 0.1247
N -0.114 -1.814 3.766 -0.5459
N -5.954 6.157 -0.531 -0.6030
C -4.859 5.344 -0.195 1.1127
C -4.867 3.988 -0.524 -0.7795
C -3.784 3.188 -0.219 -0.5247
C -2.669 3.730 0.413 -0.9053
C -2.652 5.077 0.745 -0.2161
C -3.740 5.881 0.435 -0.7556
S -1.332 2.644 0.812 1.7488
O -0.932 2.007 -0.422 -0.6947
O -0.343 3.483 1.469 -0.7580
N -1.942 1.532 1.753 -0.0018
C -2.281 1.800 3.068 0.1676
S -2.043 3.343 3.900 -0.0854
C -2.755 2.686 5.318 -0.3348
C -3.082 1.395 5.097 -0.7955
N -2.823 0.890 3.845 -0.2217
H -6.827 5.662 -0.614 0.2245
H -6.054 6.976 0.047 0.2248
H -5.736 3.563 -1.015 0.2837
H -3.797 2.130 -0.459 0.3242
H -1.783 5.484 1.248 0.5124
H -3.728 6.936 0.694 0.2730
H -2.855 3.262 6.224 0.3863
H -3.519 0.736 5.837 0.4027
```

**Largest force on an atom**: 1.71 eV/A
**Total charge**: -1
**LUMO**: 2.13 eV
**Energy relative to the best compared isomer or geometry (same formula, charge and spin)**: 16.4 kcal/mol



| no. | electronic energy (Ha) |
| --- | --- |
| 1 | -2238.0397 |
| 2 | -159.5785 |
| 3 | -1244.3165 |
| 4 | -386.2118 |
| 5 | -3322.7278 |
| 6 | -3322.1688 |